Formula: C28H28F10N10STi
Source: OMol25
Level of theory: wB97M-V/def2-TZVPD

Element x y z (Å)
Ti (-0.4292, 1.0771, 0.3030)
C (-0.9870, 0.2484, 3.4760)
N (-0.0681, 1.0094, 2.6015)
C (1.2914, 0.4004, 2.6640)
C (2.1948, 1.0037, 1.6019)
N (1.6051, 0.7090, 0.2718)
C (2.5145, 0.4805, -0.7539)
C (3.6851, 1.2187, -0.9333)
F (3.9370, 2.2700, -0.1349)
C (4.5959, 0.9785, -1.9499)
F (5.6858, 1.7444, -2.0603)
C (4.3611, -0.0141, -2.8741)
F (5.2213, -0.2466, -3.8689)
C (3.2021, -0.7533, -2.7523)
F (2.9406, -1.7288, -3.6323)
C (2.3150, -0.5136, -1.7183)
F (1.2264, -1.3055, -1.6762)
C (-0.0178, 2.4272, 3.0822)
C (-0.9071, 3.3138, 2.2298)
N (-0.8036, 2.9388, 0.8151)
C (-0.2820, 3.8809, -0.0844)
C (-0.8911, 4.1288, -1.3187)
F (-2.0302, 3.5119, -1.6600)
C (-0.3697, 5.0158, -2.2431)
F (-0.9868, 5.1917, -3.4181)
C (0.7646, 5.7457, -1.9537)
F (1.2634, 6.6096, -2.8425)
C (1.3708, 5.5633, -0.7327)
F (2.4787, 6.2456, -0.4266)
C (0.8539, 4.6433, 0.1635)
F (1.5380, 4.4718, 1.3114)
H (-0.5686, 0.1793, 4.4846)
H (-1.1522, -0.7489, 3.0795)
H (-1.9434, 0.7638, 3.5387)
H (1.1840, -0.6638, 2.4598)
H (1.7119, 0.5284, 3.6680)
H (3.1793, 0.5378, 1.7048)
H (2.3387, 2.0693, 1.7718)
H (1.0040, 2.7877, 3.0151)
H (-0.3109, 2.4613, 4.1348)
H (-0.6401, 4.3582, 2.3905)
H (-1.9534, 3.2114, 2.5421)
N (-0.5162, 0.4929, -3.8473)
C (0.1156, 1.1654, -2.9075)
N (-0.5341, 1.0143, -1.7674)
C (-1.6216, 0.2159, -2.1041)
N (-1.6265, -0.1369, -3.3735)
C (-2.6400, -0.0116, -1.1016)
C (-3.8342, -0.6589, -1.3482)
N (-4.8383, -0.7188, -0.4833)
C (-4.6254, -0.0007, 0.6725)
C (-3.4654, 0.6309, 0.9647)
N (-2.3774, 0.5960, 0.1255)
H (-0.2586, 0.3929, -4.8143)
H (1.0164, 1.7381, -3.0651)
H (-3.9691, -1.1479, -2.3093)
H (-5.4505, 0.0488, 1.3712)
H (-3.3523, 1.1803, 1.8883)
C (1.8424, -3.4885, 0.3542)
N (0.5908, -4.1940, 0.1289)
C (0.7142, -5.3731, -0.7219)
C (-0.6070, -3.6690, 0.4920)
S (-0.8584, -2.0338, 0.8024)
N (-1.6429, -4.5527, 0.5627)
C (-3.0211, -4.0730, 0.5832)
C (-1.4722, -5.8385, 1.2365)
H (2.5034, -4.1018, 0.9723)
H (1.6471, -2.5407, 0.8468)
H (2.3362, -3.2943, -0.5991)
H (1.3595, -5.1209, -1.5649)
H (-0.2566, -5.6638, -1.1079)
H (1.1604, -6.2212, -0.1984)
H (-3.1569, -3.2523, -0.1134)
H (-3.3082, -3.7263, 1.5796)
H (-3.6654, -4.9041, 0.2923)
H (-0.4360, -5.9966, 1.5122)
H (-1.8060, -6.6698, 0.6126)
H (-2.0681, -5.8371, 2.1532)

Forces on atoms 1 to 3 (eV/Å):
0.804 0.157 1.571
0.106 0.127 -0.200
0.200 0.047 0.246

## Properties
- maximum force (eV/A) = 1.771
- frontier orbital gap (alpha / beta) (Ha) = 0.2186 / 0.2975
- LUMO energy (alpha / beta) (eV) = 0.26 / 0.18
- ΔE to the lowest compared entry with this formula, charge and spin (kcal/mol) = 10.0
- E_HOMO (alpha / beta) (eV) = -5.694 / -7.911
- multiplicity = 3
- net charge = 0